<A>
Molecular formula: C7H8O3
Method: DFT, ωB97M-V with the def2-TZVPD basis set

Geometry (Å):
1 C 3.247 0.242 -0.494
2 C 2.398 -0.870 -0.788
3 C 2.666 0.921 0.538
4 C 1.339 -0.742 0.074
5 C 0.011 -1.248 -0.135
6 C -2.793 0.000 0.930
7 C -1.870 0.581 -0.035
8 O -0.444 -2.240 -0.584
9 O 1.556 0.395 0.822
10 O -2.381 0.787 -1.317
11 H 4.173 0.464 -0.984
12 H 2.592 -1.532 -1.601
13 H 2.928 1.874 1.109
14 H -3.442 0.733 1.282
15 H -3.299 -0.938 0.676
16 H -2.268 -0.136 1.889
17 H -1.345 1.547 0.199
18 H -3.068 0.163 -1.581

For the LUMO energy (alpha / beta), the calculation gives 0.0179 / 0.0201 Ha. The multiplicity is 1. Its HOMO energy (alpha / beta) is -7.2 / -7.1 eV.

Mulliken population analysis, charges in e, atoms 1 to 6: number 1, C, carries -0.45; number 2, C, carries -0.40; number 3, C, carries -0.12; number 4, C, carries -0.11; number 5, C, carries 0.54; number 6, C, carries -1.16

***

<B>
Molecular formula: C7H8O3
Method: DFT, ωB97M-V with the def2-TZVPD basis set

Geometry (Å):
1 C 1.157 -0.550 -2.563
2 C 1.332 -0.245 -1.404
3 C 1.328 -0.161 0.054
4 O 1.075 -1.454 0.674
5 C -0.108 -0.837 1.448
6 O -0.366 -1.171 2.567
7 C 0.078 0.436 0.698
8 C -1.038 1.207 0.050
9 C -0.191 1.857 1.093
10 H 1.123 -0.700 -3.628
11 H 2.268 0.245 0.447
12 H -0.893 1.492 -0.994
13 H -2.059 0.917 0.297
14 H -0.613 2.005 2.088
15 H 0.554 2.580 0.761
16 O -1.400 -2.112 -0.262
17 H -0.330 -2.070 -0.613
18 H -1.916 -1.438 -0.713

For the LUMO energy, the calculation gives 0.0250 Ha. The multiplicity is 1. Its HOMO energy is -10.5 eV.

Mulliken population analysis, charges in e, atoms 1 to 6: number 1, C, carries 0.20; number 2, C, carries -1.01; number 3, C, carries 0.34; number 4, O, carries -0.54; number 5, C, carries 0.35; number 6, O, carries -0.54

***

It comes down to <B>, which is 9.1 kcal/mol more stable than the next structure.

***

<A>
Molecular formula: C7H8O3
Method: DFT, ωB97M-V with the def2-TZVPD basis set

Geometry (Å):
1 C 0.420 0.517 -1.589
2 C 2.246 -0.397 -0.632
3 C 1.854 0.542 -1.582
4 C -0.583 1.089 -0.974
5 C -1.940 1.417 -1.529
6 C 0.879 -1.181 1.225
7 C 2.080 -1.298 0.327
8 O 2.481 1.356 -2.147
9 O -0.571 1.677 0.321
10 O 3.118 -2.169 0.648
11 H -2.253 0.782 -2.252
12 H -1.914 2.395 -1.900
13 H -2.567 1.555 -0.718
14 H 0.897 -2.093 1.817
15 H 0.075 -1.107 0.566
16 H 0.876 -0.427 1.928
17 H 0.347 1.588 0.605
18 H 3.863 -2.008 0.074

For the LUMO energy (alpha / beta), the calculation gives -0.0375 / -0.0447 Ha. The multiplicity is 1. Its HOMO energy (alpha / beta) is -9.2 / -8.8 eV.

Mulliken population analysis, charges in e, atoms 1 to 6: number 1, C, carries -0.45; number 2, C, carries -0.42; number 3, C, carries 0.40; number 4, C, carries 0.85; number 5, C, carries -1.63; number 6, C, carries -1.35

***

<B>
Molecular formula: C7H8O3
Method: DFT, ωB97M-V with the def2-TZVPD basis set

Geometry (Å):
1 C 2.499 -0.892 1.077
2 C 0.356 1.272 0.650
3 C -0.928 -0.041 -0.681
4 C -1.234 -0.323 0.757
5 C 0.033 0.884 -0.763
6 C -1.075 -1.775 1.048
7 C 0.616 1.521 -1.994
8 O 3.511 -1.382 1.222
9 O 1.094 2.184 0.985
10 O -0.278 0.452 1.482
11 H -1.416 -0.307 -1.535
12 H -2.209 -0.103 1.363
13 H -1.122 -1.935 2.112
14 H -0.051 -2.195 0.767
15 H -2.022 -2.237 0.655
16 H -0.154 1.600 -2.810
17 H 1.437 0.774 -2.517
18 H 0.944 2.501 -1.818

For the LUMO energy, the calculation gives 0.0186 Ha. The multiplicity is 1. Its HOMO energy is -9.9 eV.

Mulliken population analysis, charges in e, atoms 1 to 6: number 1, C, carries 0.21; number 2, C, carries 0.20; number 3, C, carries -0.68; number 4, C, carries 0.34; number 5, C, carries 0.85; number 6, C, carries -1.24

***

It comes down to <B>, which is 115.4 kcal/mol more stable than the next structure.